The following is a DFT calculation (ωB97M-V/def2-TZVPD) of 3 unconnected molecules or ions with the total composition C23H51N3O2 at a distorted geometry.

Last column: Mulliken charge in e.
Cartesian coordinates (Å):
H (-1.56454, -2.30367, -2.79578)  0.397
H (1.75314, -4.29666, 1.05763)  0.217
H (-4.32055, -3.89262, 1.48537)  0.341
C (-0.49142, -0.51693, -3.34496)  -0.592
C (1.97215, -4.78632, 2.12335)  -1.002
H (-1.93081, 0.83052, -1.36386)  0.261
C (-3.47085, -5.73191, 2.36487)  0.390
H (-1.58984, -0.71085, -6.25034)  0.214
C (2.27046, 5.21638, -2.03093)  -0.420
C (-1.59500, 0.37967, -6.22244)  -1.001
H (4.01709, 3.74847, -0.45712)  0.225
H (0.40144, -0.99905, -3.76787)  0.336
C (-0.20455, -2.39270, 2.33362)  1.518
H (-3.92823, -6.00433, 4.38447)  0.303
H (-0.25924, -0.42762, -2.27540)  0.257
C (2.02060, 4.29036, 0.26513)  -0.100
H (2.16133, -5.32717, 4.91926)  0.345
H (1.97815, -1.70891, 2.19174)  0.312
H (0.33266, -2.09883, 0.08541)  0.233
H (-0.88148, -1.92104, 4.50663)  0.316
C (-3.21188, -4.18788, 1.80934)  -0.453
H (-2.54500, 2.46994, -1.56568)  0.467
H (1.57985, 4.53042, 1.24319)  0.371
H (-0.32187, 1.98339, -5.60979)  0.355
H (-4.32669, -4.05742, 5.20928)  0.312
C (1.54913, -4.31335, 4.81734)  -1.051
H (0.47305, 0.43908, -5.64883)  0.413
H (3.18472, -3.43031, 3.49690)  0.315
H (0.41836, -0.47481, 1.13805)  0.330
H (-0.79772, 2.19437, -1.50142)  0.091
C (1.71714, 3.96782, -2.71148)  -1.285
H (1.15507, -5.62061, 2.36503)  0.240
H (3.36433, 5.18994, -2.08174)  0.260
C (-0.18933, -1.46798, 0.94011)  -1.445
C (2.02673, -3.67957, 3.34658)  0.232
H (-2.70599, 1.24029, -3.70627)  0.352
H (-2.37122, -4.09554, 0.98542)  0.211
H (1.65765, 7.48182, -0.78015)  0.401
O (-3.03532, -6.90545, 1.89469)  -0.588
H (1.89681, -3.61722, 5.70682)  0.298
H (3.99730, 4.48072, 1.15908)  0.285
H (4.00472, 6.58988, 0.94399)  0.221
C (-1.24906, -1.70763, 3.39553)  -0.905
H (4.18211, 6.85097, -0.80233)  0.271
H (-2.03962, -4.04215, 3.71929)  -0.017
C (-1.74595, 1.78435, -1.86625)  -1.170
H (0.41403, -4.59611, 4.84832)  0.153
H (-1.46174, 0.72307, -7.25398)  0.411
C (-1.67484, -1.46483, -3.49345)  -1.060
H (2.07896, 3.05011, -2.23899)  0.260
C (-4.32736, -3.96178, 4.04050)  -0.620
H (-2.63093, -0.98411, -3.27069)  0.255
H (0.62164, 3.96049, -2.69759)  0.222
H (-1.28357, -1.22549, 0.56480)  0.290
H (3.45360, 2.82586, 0.93399)  0.431
N (1.79595, 5.40599, -0.65541)  0.117
H (1.43132, 3.43217, -0.08433)  -0.237
H (-1.65659, 2.65118, -3.79979)  0.488
H (-0.48520, -3.47321, 1.98241)  -0.087
H (3.67204, 8.16748, 0.25095)  0.394
H (1.58530, 6.86509, 0.84241)  0.344
C (1.30151, -2.25160, 2.98760)  -1.024
N (-4.35021, -5.43751, 3.59735)  -0.389
H (-1.72534, -1.89359, -4.49602)  0.306
C (-1.73684, 1.63694, -3.38493)  -0.624
H (1.26070, -1.60833, 3.96881)  0.315
H (2.03898, 3.94312, -3.75774)  0.482
N (-0.62362, 0.83124, -3.89944)  0.272
H (-5.32848, -3.54782, 3.58960)  0.252
C (-0.46532, 0.92521, -5.35331)  -0.692
C (3.57736, 7.09066, 0.07416)  -0.961
H (3.01232, -5.36209, 2.05572)  0.311
H (-1.13608, -0.52714, 3.26297)  0.290
H (1.94613, 6.07488, -2.63509)  0.455
C (3.45498, 3.82289, 0.47740)  -1.077
O (-2.66843, -2.01747, 3.16601)  -0.405
H (-2.57846, 0.71860, -5.89174)  0.274
C (-2.95548, -3.45590, 3.27840)  0.462
C (2.10592, 6.73220, -0.11440)  -0.667

Properties
Structure (SMILES): CC(C)C[C@H](C)CO[C@H]1CNC(=O)C1.CCN(CC)CC.CCN(CC)CC
Largest force on an atom (eV Å⁻¹): 8.4
Highest occupied orbital energy (eV): -8.119
Kohn-Sham gap (Ha): 0.31911

=====

The following is a DFT calculation (ωB97M-V/def2-TZVPD) of a molecular structure, C4H5KLiO.

Last column: Mulliken charge in e.
Cartesian coordinates (Å):
C (2.42012, -0.95286, -3.34443)  -0.922
O (0.05951, -0.71728, -3.07519)  -0.687
H (0.79982, -2.14696, -4.28976)  0.285
H (4.40202, 0.78520, 0.63978)  0.398
H (2.61144, -1.40672, -2.33980)  0.328
C (3.54167, 0.14257, 0.54274)  0.194
C (2.58071, -0.63192, 0.43828)  -1.382
Li (-1.78420, -1.05988, -3.47303)  0.945
C (1.00928, -1.30950, -3.59919)  0.459
K (0.67867, 0.65053, -0.81808)  0.802
H (3.09182, -1.41339, -4.07535)  0.316
H (2.54756, 0.13909, -3.33744)  0.265

Properties
ΔE to the lowest compared entry with this formula, charge and spin (kJ/mol): 30.07
Largest force on an atom (eV Å⁻¹): 0.8
Total charge: +1
Highest occupied orbital energy (eV): -10.554
Kohn-Sham gap (Ha): 0.19520

=====

The following is a DFT calculation (ωB97M-V/def2-TZVPD) of a molecular structure, C13H20O2 at a distorted geometry.

Last column: Mulliken charge in e.
Cartesian coordinates (Å):
H (2.45890, -2.63229, 1.52253)  0.221
C (-0.52202, -2.45885, -0.63628)  -0.355
H (0.04937, -3.62469, -0.49917)  0.281
C (-2.70757, -0.26851, -0.96140)  -0.626
C (-0.22775, 1.25184, 0.84918)  -0.029
H (-1.36816, 3.36110, 1.68271)  0.366
H (0.21452, 4.26221, 0.54741)  0.259
H (-1.20859, -0.62089, 0.81939)  -0.135
C (2.54377, -1.78025, 0.63137)  -0.534
C (1.28278, -1.15765, 0.22731)  0.587
C (1.45163, 0.08358, -0.24447)  0.555
H (-1.69017, -3.06131, 0.96115)  0.305
C (-1.05932, 2.62458, 0.72725)  -0.555
H (2.48633, 1.91425, -0.87417)  0.192
C (3.73367, 0.14365, -0.47450)  -0.320
H (-3.58706, 0.54657, -0.63404)  0.161
C (-2.00124, -2.63988, -0.08350)  -0.809
H (-0.78786, 4.15366, -1.29511)  0.262
C (-0.29512, 3.59971, -0.18757)  -0.530
H (-3.00989, -1.24567, -1.66619)  0.336
H (-0.42393, -1.82391, -1.49490)  0.336
H (-3.29082, -1.19565, 1.32405)  0.268
C (3.73941, -1.15348, 0.11283)  -0.444
H (4.79371, 0.62059, -0.66620)  0.232
O (0.40882, 1.02512, -0.47304)  -0.501
H (-0.91056, 0.37405, 1.12462)  0.268
H (0.62171, 1.41340, 1.62157)  0.479
H (-1.76537, 0.36930, -1.15491)  0.039
O (0.10517, -1.86246, 0.50884)  -0.408
H (-2.53588, -3.45719, -0.72256)  0.286
H (-2.09125, 2.40712, 0.28295)  0.051
H (4.75330, -1.68154, 0.15759)  0.285
C (-2.36532, -1.10245, 0.35716)  0.042
H (0.61569, 2.78771, -0.72809)  0.019
C (2.58912, 0.82824, -0.66182)  -0.586

Properties
ΔE to the lowest compared entry with this formula, charge and spin (kJ/mol): 990.26
Largest force on an atom (eV Å⁻¹): 6.2
Highest occupied orbital energy (eV): -8.793
Kohn-Sham gap (Ha): 0.35142